1.
35
Properties=species:S:1:pos:R:3 method="wB97M-V/def2-TZVPD" multiplicity=1 total_charge=+2 e_above_lowest_ev=0.0000 smiles="C=C1CCc2c1[nH]ccc2=[N+]1CC[NH2+]CC1" orbital_gap_ev=8.407 total_energy_ev=-18242.004 lumo_ev=-6.733
C 5.04291 -0.60308 -0.22087
C 3.70076 -0.75320 -0.08193
C 2.78844 -1.89514 -0.25246
C 1.36110 -1.47556 0.09052
C 1.44795 0.02527 0.15615
C 2.74614 0.45298 -0.01464
N 3.06520 1.73351 -0.01092
C 2.09420 2.69013 -0.01672
C 0.81431 2.36933 0.13053
C 0.39478 0.98911 0.16271
N -0.92958 0.61695 0.29202
C -2.01475 1.56024 -0.02066
C -3.11855 0.90016 -0.80605
N -3.54934 -0.33016 -0.16676
C -2.38092 -1.31082 0.11050
C -1.41870 -0.52343 1.00257
H 5.60597 -1.52307 -0.48410
H 5.72462 0.31640 -0.06073
H 2.90117 -2.31817 -1.21696
H 3.21060 -2.77614 0.28012
H 0.94382 -2.00890 1.00733
H 0.64310 -1.93791 -0.56344
H 4.00742 1.91590 0.10889
H 2.40773 3.71469 0.22327
H 0.13792 3.23102 0.04522
H -1.47187 2.43880 -0.43031
H -2.55606 1.92524 0.93897
H -4.00958 1.68134 -0.80043
H -2.68308 0.58900 -1.76598
H -3.99781 -0.19859 0.63533
H -4.15589 -0.73224 -0.87654
H -2.05014 -1.53375 -0.83272
H -2.60856 -2.17796 0.53113
H -2.04493 -0.07812 1.81960
H -0.66646 -1.24036 1.42569

***

2.
33
Properties=species:S:1:pos:R:3 method="wB97M-V/def2-TZVPD" multiplicity=1 e_above_lowest_ev=1.9811 smiles="N[C@@H](CC(=O)O)C(=O)N[C@@H](Cc1c[nH]cn1)C(=O)O" orbital_gap_ev=9.189 total_energy_ev=-26795.370 lumo_ev=0.460
N -3.35549 -2.18873 -0.63961
C -2.79470 -0.91439 -0.99438
C -3.48497 0.36124 -0.57517
C -3.75911 0.22312 1.00032
O -3.31635 -0.54412 1.81729
O -4.69284 1.16739 1.25352
C -1.23317 -0.85046 -0.48539
O -0.99437 -1.59357 0.43899
N -0.39161 -0.06394 -1.15891
C 0.84368 0.39945 -0.56170
C 2.03737 -0.34268 -1.17780
C 3.19846 -0.49889 -0.27603
C 4.11893 -1.52344 -0.16772
N 4.95597 -1.15277 0.84849
C 4.67608 0.06173 1.26342
N 3.62425 0.46195 0.61750
C 0.69777 1.89707 -0.51690
O -0.14353 2.53743 -1.03082
O 1.65673 2.56695 0.20682
H -2.84269 -2.98931 -0.89999
H -3.45141 -2.15802 0.35339
H -2.69765 -0.79261 -2.12134
H -2.95810 1.29584 -0.87699
H -4.41646 0.33941 -1.04830
H -4.78759 1.21122 2.23672
H -0.74148 0.36938 -2.03897
H 0.71977 0.16839 0.51884
H 1.66379 -1.30719 -1.54052
H 2.31209 0.19766 -2.02393
H 4.09986 -2.47250 -0.58078
H 5.71256 -1.61691 1.34666
H 5.29771 0.52365 1.99268
H 2.37867 1.88641 0.47186